(1)
Density functional theory data (ωB97M-V with the def2-TZVPD basis set) for a cluster of 13 separate species, C70H167N9O4 in total at a distorted geometry.

Last column: Löwdin charge in e.
Atoms and positions in Å:
C1 29.648 -7.068 -6.211  -0.080
C2 29.773 -7.312 -4.722  -0.273
N1 29.323 -6.225 -3.820  -0.174
C3 29.637 -6.672 -2.437  -0.228
C4 29.597 -5.502 -1.347  -0.073
C5 27.896 -5.785 -3.989  -0.247
C6 26.778 -6.785 -3.984  -0.073
H1 30.134 -7.884 -6.747  0.071
H2 30.146 -6.134 -6.471  0.080
H3 28.634 -7.092 -6.611  0.050
H4 29.289 -8.229 -4.387  0.105
H5 30.793 -7.506 -4.390  0.106
H6 28.869 -7.416 -2.226  0.093
H7 30.668 -7.015 -2.351  0.106
H8 28.687 -4.910 -1.253  0.050
H9 29.828 -5.928 -0.371  0.059
H10 30.410 -4.824 -1.610  0.064
H11 27.931 -5.303 -4.966  0.091
H12 27.639 -4.916 -3.383  0.094
H13 26.795 -7.327 -3.039  0.062
H14 26.888 -7.492 -4.806  0.056
H15 25.854 -6.246 -4.194  0.058
C7 19.808 -3.964 -15.106  -0.100
C8 20.845 -4.059 -13.979  -0.256
N2 20.222 -4.003 -12.601  -0.157
C9 21.260 -3.655 -11.616  -0.235
C10 22.274 -4.825 -11.405  -0.078
C11 19.629 -5.310 -12.374  -0.298
C12 18.926 -5.377 -11.063  -0.076
H16 20.354 -3.844 -16.042  0.068
H17 19.259 -3.059 -14.846  0.076
H18 19.098 -4.766 -15.309  0.062
H19 21.498 -4.902 -14.207  0.101
H20 21.444 -3.155 -14.090  0.110
H21 21.655 -2.666 -11.846  0.110
H22 20.932 -3.422 -10.603  0.083
H23 22.638 -5.096 -12.396  0.060
H24 23.151 -4.511 -10.838  0.069
H25 21.868 -5.755 -11.008  0.052
H26 20.374 -6.100 -12.473  0.107
H27 18.912 -5.404 -13.190  0.108
H28 19.682 -5.171 -10.306  0.050
H29 18.560 -6.381 -10.850  0.075
H30 18.118 -4.646 -11.021  0.085
C13 20.737 -12.639 -4.077  -0.093
C14 20.706 -14.134 -4.114  -0.249
N3 19.271 -14.463 -4.081  -0.184
C15 18.945 -15.728 -4.811  -0.238
C16 19.180 -15.621 -6.296  -0.109
C17 18.683 -14.424 -2.736  -0.264
C18 19.238 -15.533 -1.854  -0.081
H31 20.468 -12.171 -3.130  0.066
H32 19.990 -12.322 -4.804  0.057
H33 21.672 -12.201 -4.427  0.061
H34 21.133 -14.373 -5.088  0.107
H35 21.370 -14.644 -3.416  0.108
H36 19.617 -16.477 -4.391  0.111
H37 17.898 -16.029 -4.774  0.109
H38 18.895 -14.696 -6.796  0.070
H39 20.225 -15.872 -6.479  0.063
H40 18.749 -16.454 -6.852  0.074
H41 17.596 -14.441 -2.811  0.099
H42 18.835 -13.491 -2.194  0.100
H43 20.231 -15.774 -2.234  0.061
H44 18.538 -16.369 -1.877  0.073
H45 19.245 -15.121 -0.845  0.072
C19 23.892 -2.979 0.569  -0.111
C20 23.237 -1.685 0.411  -0.256
N4 23.010 -1.271 -1.040  -0.138
C21 21.859 -1.975 -1.635  -0.266
C22 21.766 -1.938 -3.136  -0.076
C23 22.697 0.125 -1.070  -0.293
C24 23.883 1.095 -0.802  -0.076
H46 24.191 -3.205 1.593  0.087
H47 24.714 -3.046 -0.144  0.087
H48 23.179 -3.720 0.207  0.053
H49 22.271 -1.736 0.914  0.116
H50 23.720 -0.918 1.017  0.105
H51 20.929 -1.534 -1.276  0.103
H52 21.807 -2.962 -1.176  0.103
H53 22.766 -2.144 -3.519  0.063
H54 21.614 -0.880 -3.350  0.058
H55 20.994 -2.436 -3.722  0.062
H56 22.198 0.536 -1.948  0.106
H57 21.984 0.320 -0.269  0.107
H58 23.660 2.157 -0.907  0.069
H59 24.202 0.916 0.224  0.048
H60 24.778 0.887 -1.388  0.068
C25 23.897 -10.691 -5.959  -0.087
C26 25.055 -9.944 -6.631  -0.231
N5 24.756 -9.265 -7.935  -0.156
C27 26.008 -8.843 -8.525  -0.295
C28 26.924 -9.917 -9.109  -0.086
C29 23.841 -8.145 -7.725  -0.231
C30 23.595 -7.260 -8.970  -0.086
H61 24.076 -10.902 -4.905  0.068
H62 23.562 -11.630 -6.399  0.070
H63 23.021 -10.046 -5.892  0.050
H64 25.553 -9.365 -5.853  0.098
H65 25.892 -10.613 -6.833  0.093
H66 25.863 -8.269 -9.441  0.100
H67 26.623 -8.163 -7.935  0.103
H68 26.431 -10.270 -10.014  0.073
H69 27.803 -9.412 -9.510  0.073
H70 27.178 -10.742 -8.443  0.061
H71 24.153 -7.564 -6.857  0.108
H72 22.929 -8.707 -7.520  0.085
H73 22.540 -6.993 -8.917  0.039
H74 23.726 -7.692 -9.963  0.077
H75 24.119 -6.308 -9.057  0.065
C31 19.912 -6.306 -6.677  -0.056
C32 20.269 -5.725 -5.250  -0.220
N6 20.815 -6.816 -4.422  -0.189
C33 19.694 -7.681 -4.007  -0.203
C34 20.085 -9.091 -3.403  -0.058
C35 21.750 -6.408 -3.305  -0.213
C36 22.957 -5.763 -3.910  -0.098
H76 20.700 -6.988 -6.996  0.054
H77 19.774 -5.522 -7.422  0.043
H78 19.011 -6.911 -6.776  0.061
H79 20.889 -4.831 -5.317  0.100
H80 19.356 -5.360 -4.781  0.093
H81 19.270 -7.006 -3.264  0.081
H82 18.982 -7.780 -4.826  0.100
H83 20.595 -9.594 -4.225  0.053
H84 20.880 -9.145 -2.660  0.053
H85 19.222 -9.663 -3.062  0.052
H86 22.263 -7.262 -2.864  0.092
H87 21.240 -5.804 -2.554  0.111
H88 22.906 -4.685 -4.064  0.052
H89 23.176 -6.302 -4.832  0.074
H90 23.811 -6.061 -3.302  0.049
C37 17.205 -11.508 -4.479  -0.055
C38 16.272 -12.778 -4.668  -0.254
N7 15.433 -12.689 -5.780  -0.225
C39 15.983 -13.052 -7.090  -0.212
C40 15.872 -14.601 -7.317  -0.064
C41 14.501 -11.511 -5.832  -0.212
C42 13.189 -11.903 -6.552  -0.090
H91 17.861 -11.425 -5.346  0.039
H92 17.959 -11.617 -3.699  0.035
H93 16.655 -10.616 -4.177  0.070
H94 16.788 -13.739 -4.683  0.082
H95 15.709 -12.824 -3.736  0.110
H96 15.446 -12.540 -7.889  0.108
H97 17.030 -12.768 -6.989  0.089
H98 14.866 -15.021 -7.347  0.071
H99 16.546 -14.820 -8.146  0.066
H100 16.317 -15.069 -6.440  0.039
H101 15.111 -10.716 -6.261  0.100
H102 14.164 -11.175 -4.851  0.109
H103 13.181 -11.781 -7.635  0.061
H104 12.411 -11.179 -6.312  0.060
H105 12.816 -12.884 -6.256  0.076
C43 17.537 -7.045 2.871  -0.085
C44 18.816 -6.653 2.139  -0.249
N8 19.164 -7.435 0.917  -0.174
C45 19.317 -8.840 1.231  -0.253
C46 20.201 -9.582 0.168  -0.047
C47 18.157 -7.290 -0.099  -0.268
C48 18.165 -5.973 -0.836  -0.076
H106 17.663 -8.100 3.114  0.062
H107 16.675 -6.877 2.225  0.065
H108 17.513 -6.429 3.770  0.078
H109 18.770 -5.584 1.931  0.089
H110 19.626 -6.678 2.867  0.107
H111 18.335 -9.265 1.437  0.104
H112 19.782 -8.810 2.217  0.108
H113 19.767 -9.599 -0.832  0.027
H114 20.366 -10.596 0.531  0.068
H115 21.155 -9.068 0.046  0.059
H116 18.315 -8.034 -0.880  0.101
H117 17.160 -7.529 0.272  0.110
H118 17.380 -5.933 -1.591  0.070
H119 17.860 -5.119 -0.230  0.042
H120 18.985 -5.677 -1.490  0.055
C49 16.576 0.473 -0.314  -0.083
C50 17.651 -0.557 -0.318  -0.305
N9 17.261 -1.822 -0.867  -0.181
C51 16.297 -2.600 -0.091  -0.239
C52 16.731 -2.991 1.388  -0.069
C53 16.882 -1.664 -2.294  -0.250
C54 17.095 -2.910 -3.142  -0.089
H121 15.704 0.165 0.263  0.072
H122 16.261 0.508 -1.357  0.064
H123 16.894 1.481 -0.047  0.079
H124 18.529 -0.104 -0.777  0.107
H125 18.075 -0.857 0.641  0.104
H126 15.367 -2.062 0.093  0.097
H127 16.056 -3.500 -0.657  0.099
H128 16.790 -2.135 2.060  0.062
H129 15.907 -3.645 1.670  0.070
H130 17.703 -3.472 1.278  0.049
H131 17.530 -0.900 -2.723  0.116
H132 15.840 -1.376 -2.436  0.113
H133 18.091 -3.347 -3.062  0.064
H134 17.010 -2.542 -4.164  0.057
H135 16.348 -3.695 -3.027  0.067
C55 24.848 -6.562 1.098  -0.150
C56 25.495 -7.185 -0.151  -0.157
C57 24.400 -8.022 -0.778  -0.254
O1 23.249 -7.370 -0.422  -0.138
C58 23.343 -6.827 0.895  -0.166
H136 25.077 -5.497 1.059  0.081
H137 25.303 -6.917 2.023  0.107
H138 26.387 -7.768 0.078  0.112
H139 25.704 -6.402 -0.879  0.100
H140 24.378 -9.073 -0.489  0.121
H141 24.554 -8.054 -1.856  0.106
H142 23.016 -7.424 1.746  0.117
H143 22.939 -5.817 0.969  0.100
C59 19.252 -10.668 -7.698  -0.170
C60 20.374 -10.481 -8.818  -0.120
C61 19.957 -9.164 -9.559  -0.137
O2 18.551 -9.066 -9.152  -0.155
C62 18.105 -10.258 -8.537  -0.260
H144 19.339 -10.014 -6.831  0.101
H145 19.352 -11.631 -7.197  0.092
H146 20.334 -11.276 -9.562  0.104
H147 21.382 -10.483 -8.404  0.088
H148 19.961 -9.270 -10.644  0.114
H149 20.434 -8.279 -9.137  0.090
H150 17.884 -11.076 -9.223  0.120
H151 17.261 -10.179 -7.852  0.112
C63 19.011 -1.413 -8.895  -0.164
C64 19.314 -2.591 -8.037  -0.198
C65 18.697 -2.275 -6.694  -0.233
O3 17.764 -1.285 -6.958  -0.105
C66 18.297 -0.449 -7.926  -0.212
H152 18.423 -1.889 -9.679  0.110
H153 19.896 -0.968 -9.351  0.110
H154 20.391 -2.610 -7.870  0.113
H155 18.931 -3.575 -8.310  0.096
H156 19.436 -1.879 -5.997  0.114
H157 18.252 -3.143 -6.207  0.114
H158 19.055 0.290 -7.666  0.115
H159 17.583 0.202 -8.431  0.122
C67 25.735 -3.089 -5.519  -0.180
C68 25.442 -2.161 -6.677  -0.166
C69 26.731 -1.334 -6.759  -0.167
O4 27.067 -1.196 -5.356  -0.185
C70 26.408 -2.149 -4.486  -0.160
H160 26.408 -3.906 -5.779  0.094
H161 24.805 -3.560 -5.200  0.094
H162 24.573 -1.526 -6.504  0.116
H163 25.323 -2.830 -7.530  0.107
H164 26.601 -0.269 -6.949  0.117
H165 27.622 -1.749 -7.231  0.116
H166 25.632 -1.510 -4.064  0.107
H167 26.984 -2.657 -3.713  0.103

## Properties
* calculated total energy: -96888.4725 eV
* LUMO: 0.5234 eV


(2)
Density functional theory data (ωB97M-V with the def2-TZVPD basis set) for a structure of composition C12H23N2O3P2V at a distorted geometry.

Last column: Mulliken spin population.
Atoms and positions in Å:
V1 -0.579 -0.063 0.959  1.353
P1 1.197 -1.189 1.954  -0.114
C1 2.197 -1.084 0.413  0.021
C2 1.424 -1.114 -0.865  -0.028
N1 0.193 -0.546 -0.843  -0.040
C3 -0.489 -0.358 -1.997  -0.004
C4 0.042 -0.741 -3.230  0.001
C5 1.300 -1.348 -3.243  0.000
C6 1.979 -1.591 -2.048  0.004
C7 -1.889 0.236 -1.928  0.003
P2 -2.209 1.599 -0.757  -0.005
H1 2.905 -2.165 -1.975  0.000
H2 -0.517 -0.515 -4.139  0.000
H3 1.762 -1.635 -4.183  0.000
H4 -2.144 0.673 -2.910  0.002
H5 -2.636 -0.552 -1.719  0.000
H6 2.809 -0.146 0.431  -0.004
H7 2.988 -1.849 0.416  0.001
H8 2.337 1.873 0.339  0.001
O1 3.212 1.614 -0.013  -0.001
H9 3.809 1.787 0.736  0.000
H10 -1.264 1.902 0.307  0.001
O2 0.453 1.875 0.824  -0.053
H11 0.520 2.574 1.496  0.004
C8 -1.914 3.109 -1.703  0.002
H12 -1.877 2.868 -2.774  0.000
H13 -2.703 3.848 -1.489  0.000
H14 -0.933 3.484 -1.375  0.000
C9 -3.860 1.526 -0.048  0.002
H15 -3.847 2.087 0.898  0.000
H16 -4.599 1.979 -0.730  0.000
H17 -4.127 0.482 0.180  0.001
C10 1.479 -2.872 2.537  0.001
H18 2.469 -2.966 3.016  -0.004
H19 0.679 -3.083 3.261  -0.001
H20 1.414 -3.572 1.691  0.000
C11 1.990 -0.088 3.164  0.008
H21 1.533 -0.325 4.141  -0.001
H22 3.080 -0.237 3.205  -0.004
H23 1.753 0.961 2.916  0.001
O3 -3.421 -2.933 2.117  -0.058
C12 -2.665 -2.146 1.686  0.005
N2 -1.851 -1.356 1.283  -0.094

## Properties
* calculated total energy: -66176.0523 eV
* LUMO (spin up / spin down): -13.4878 / -12.6383 eV
* total charge: +3
* 2S+1: 2


Which value of calculated total energy does entry 2 give? -66176.0523 eV